1.
Formula: C15H32N3O7P2SiV
Source: the Open Molecules 2025 dataset
Level of theory: ωB97M-V/def2-TZVPD

Atoms and positions in Å:
V -0.3294 0.4429 0.2301
C 0.2727 -1.1802 3.2704
P 0.6555 0.3581 2.4165
C 2.4513 0.5102 2.3646
C 0.0177 1.7167 3.4144
H 0.6883 -1.1312 4.2794
H 0.7148 -2.0272 2.7451
H -0.8053 -1.3198 3.3411
H 2.8460 0.4069 3.3778
H 2.7364 1.4876 1.9744
H 2.8815 -0.2716 1.7384
H 0.4790 1.6823 4.4033
H -1.0623 1.6235 3.5278
H 0.2500 2.6720 2.9450
O 1.4013 0.4740 -0.8042
C 1.1526 -0.7596 -1.1245
O 0.3164 -1.3214 -0.3507
C 1.6526 -1.3331 -2.3658
C 1.1631 -2.5307 -2.8947
C 1.5069 -2.8990 -4.1894
C 2.2673 -2.0514 -4.9907
C 2.7147 -0.8614 -4.4428
C 2.4806 -0.5216 -3.1330
N 3.3711 0.1626 -5.2740
O 3.1752 1.3287 -4.9211
O 3.8760 -0.1677 -6.2981
H 0.5134 -3.1586 -2.3020
H 1.1473 -3.8310 -4.5985
H 2.4917 -2.2964 -6.0198
H 2.9395 0.3584 -2.7252
N 2.0249 2.7454 -2.3964
C 0.8058 3.5869 -2.2373
P -0.6065 2.7196 -1.4498
O -1.0601 1.4897 -2.1708
O -0.2904 2.4270 0.0236
C -1.9567 3.9765 -1.5843
N -3.1690 3.2792 -2.1414
H 2.1098 2.2823 -3.3344
H 2.0358 1.9814 -1.6895
H 2.8734 3.3106 -2.2867
H 0.4987 3.9386 -3.2237
H 1.0650 4.4554 -1.6278
H -1.6974 4.7820 -2.2700
H -2.2046 4.4131 -0.6182
H -3.8493 3.0485 -1.4099
H -2.8684 2.3863 -2.5843
H -3.6563 3.8559 -2.8367
C -2.6550 -2.7474 0.9253
Si -3.3084 -1.0206 0.8420
C -4.2250 -0.4252 2.3289
C -4.0822 -0.5690 -0.7897
O -1.7943 -0.0028 0.7849
H -3.3331 -3.3839 1.4950
H -1.6792 -2.7985 1.4106
H -2.5568 -3.1782 -0.0709
H -5.2960 -0.5419 2.1570
H -4.0458 0.6287 2.5435
H -3.9772 -1.0036 3.2182
H -4.5055 -1.4549 -1.2638
H -3.3395 -0.1634 -1.4831
H -4.8976 0.1440 -0.6692

Results
total charge = +3
2S+1 = 2
orbital gap (alpha / beta) = 8.1393 / 8.6541 eV
LUMO (alpha / beta) = -9.72 / -9.21 eV
HOMO level (alpha / beta) = -17.86 / -17.86 eV
energy relative to the best compared isomer or geometry (same formula, charge and spin) = 35.10 kJ/mol
⟨S²⟩ = 0.764



2.
Formula: C15H32N7O6PSr
Source: the Open Molecules 2025 dataset
Level of theory: ωB97M-V/def2-TZVPD

Atoms and positions in Å:
O 1.2300 -1.5543 -4.3310
H 0.8972 -1.8037 -5.3463
Sr 0.6522 -0.3183 -1.6309
N 0.5305 1.7005 0.5586
N 2.5212 1.6356 -1.1467
N -0.7907 -1.5387 0.6056
N -0.2750 -3.0044 -1.4658
O -0.4867 1.6780 1.3878
O -1.0939 -0.9257 1.8225
O -0.5021 -3.2198 -2.6880
O 3.6395 1.2319 -1.5863
C 2.4986 2.6945 -0.2898
C 1.3573 2.7808 0.5893
C -1.3023 -2.7769 0.6014
C -1.0415 -3.5945 -0.5576
C 1.2376 3.9003 1.5791
H 2.0083 3.8367 2.3824
H 0.2191 3.8491 1.9990
H 1.3647 4.8409 1.0084
C 3.6212 3.6530 -0.3356
H 4.1094 3.5541 -1.3141
H 4.3581 3.4299 0.4507
H 3.2725 4.6764 -0.1727
C -2.1467 -3.3324 1.7048
C -1.6496 -4.8682 -0.9634
H -2.7840 -2.5556 2.1402
H -1.5048 -3.7453 2.5007
H -2.8093 -4.1417 1.3581
H -0.9094 -5.5541 -1.4114
H -2.4459 -4.7211 -1.7170
H -2.1331 -5.3712 -0.1291
H -0.8543 0.0360 1.5846
H 0.3689 -1.9730 -3.8161
C -1.4624 0.5859 -1.8135
H -0.9546 1.6037 -1.9406
H -2.2132 0.1850 -1.1133
H -1.4401 -0.0989 -2.7243
O -2.9442 2.7226 0.3357
H -3.7002 2.1438 0.5389
H -2.1738 2.2991 0.7976
C 4.4565 -2.4047 3.7584
N 4.7434 -1.0125 3.3577
C 4.0896 -0.0898 4.3004
N 2.6327 -0.3256 4.3931
C 2.3777 -1.7351 4.7664
N 3.0064 -2.6803 3.8294
C 2.3772 -2.6463 2.5042
P 2.5113 -0.9687 1.6805
C 4.3357 -0.7494 1.9673
C 1.9355 0.0497 3.1655
H 4.8873 -2.5723 4.7575
H 4.9069 -3.0812 3.0218
H 4.2605 0.9440 3.9702
H 4.5170 -0.2521 5.3016
H 1.2929 -1.9055 4.7808
H 2.8062 -1.8977 5.7666
H 2.8700 -3.3873 1.8564
H 1.3123 -2.9170 2.5860
H 4.6170 0.2778 1.6936
H 4.8817 -1.4362 1.3052
H 0.8488 -0.1023 3.2834
H 2.1074 1.1169 2.9389

Results
total charge = 0
orbital gap (alpha / beta) = 5.5022 / 5.0501 eV
LUMO (alpha / beta) = -1.54 / -1.98 eV
HOMO level (alpha / beta) = -7.04 / -7.03 eV
energy relative to the best compared isomer or geometry (same formula, charge and spin) = 190.47 kJ/mol



3.
Formula: C15H32NO2PSiW
Source: the Open Molecules 2025 dataset
Level of theory: ωB97M-V/def2-TZVPD

Atoms and positions in Å:
W -0.0956 0.1064 0.1518
Si 2.2839 0.4037 -0.2664
P -0.6285 0.4703 -2.1601
N 0.0568 -1.8219 0.1158
H 0.1285 2.0526 1.7559
C -2.4131 0.7888 -2.2822
H -2.6408 1.1439 -3.2978
H -2.6978 1.5581 -1.5474
H -2.9716 -0.1351 -2.0748
C 0.1483 1.9497 -2.9073
H -0.1624 2.0393 -3.9599
H 1.2403 1.8547 -2.8499
H -0.1627 2.8444 -2.3471
C -0.2264 -0.9196 -3.2728
H -0.5086 -0.6390 -4.3000
H -0.7813 -1.8153 -2.9575
H 0.8520 -1.1294 -3.2205
C 2.9971 2.0962 0.1957
H 2.7250 2.3441 1.2293
H 2.6213 2.8568 -0.4980
H 4.0924 2.0434 0.1169
H 3.1604 -0.5078 0.5424
H 2.7366 0.2924 -1.6984
C 0.0857 -3.1225 -0.0504
C -1.0441 -5.3079 0.0006
C -1.0724 -3.9416 0.2270
C 1.2513 -3.7805 -0.5886
C 1.2560 -5.1535 -0.8035
C 0.1101 -5.9213 -0.5123
H -1.9337 -5.9119 0.2142
H -1.9650 -3.4326 0.6033
H 2.1164 -3.1529 -0.8208
H 2.1454 -5.6362 -1.2082
H 0.1217 -6.9983 -0.6961
C -0.5414 2.7516 1.1095
O -0.7128 2.0233 -0.0676
C -1.8863 2.9605 1.8136
H -1.8704 3.9095 2.3632
H -2.0838 2.1692 2.5483
H -2.7115 2.9907 1.0846
C 0.1827 4.0741 0.8119
H -0.2184 4.5305 -0.1041
H 1.2605 3.9232 0.7006
H 0.0266 4.7721 1.6436
C -1.0279 -0.2685 2.4784
C -0.0502 0.2150 3.5295
O 1.2258 0.3081 2.8605
H -1.2803 0.4813 1.6607
H -2.0032 -0.4604 2.9393
H -0.7090 -1.2253 2.0318
H -0.3433 1.2089 3.9019
H 0.0195 -0.4972 4.3660
H 1.8980 0.6160 3.4955

Results
total charge = 0
2S+1 = 3
orbital gap (alpha / beta) = 5.6621 / 6.6675 eV
LUMO (alpha / beta) = 0.23 / -0.03 eV
HOMO level (alpha / beta) = -5.43 / -6.69 eV
⟨S²⟩ = 2.032



4.
Formula: C15H33BIO4P2Tc
Source: the Open Molecules 2025 dataset
Level of theory: ωB97M-V/def2-TZVPD

Atoms and positions in Å:
C -0.0069 0.2834 -6.5165
C 0.0041 1.1248 -5.3570
H 0.0000 0.9104 -7.4335
H -0.9236 -0.3382 -6.4592
H 0.8949 -0.3600 -6.4599
O 0.0077 1.8602 -4.4562
I -0.0799 -2.5233 -1.9388
Tc -0.0314 0.0655 -1.1622
P 2.3046 0.1352 -1.1669
C 3.0659 1.3166 -0.0135
C 2.9432 -1.4654 -0.5944
H 4.0374 -1.4228 -0.5291
H 4.1227 0.4750 -2.7295
H 2.6300 -2.2494 -1.2961
H 2.7355 -0.3847 -3.4643
H 2.7508 1.1030 1.0170
H 2.5129 -1.6829 0.3896
C 3.0285 0.4244 -2.7913
H 4.1600 1.2475 -0.0712
H 2.6494 1.3675 -3.1976
H 2.7541 2.3381 -0.2628
P -2.3600 0.1739 -1.1634
C -3.0743 1.4324 -0.0596
C -3.0942 0.4263 -2.7931
H -2.6558 -2.2206 -1.0658
H -4.1374 -1.3598 -0.5320
H -2.7190 -1.5027 0.5576
C -3.0421 -1.3757 -0.4835
H -2.7391 -0.3526 -3.4758
H -4.1927 0.4033 -2.7512
H -4.1676 1.3406 -0.0103
H -2.8003 2.4330 -0.4134
H -2.7764 1.3999 -3.1836
H -2.6472 1.2896 0.9392
C -0.0084 1.9837 -0.9712
O 0.0040 3.1492 -0.8503
C -1.6800 -1.3416 3.2703
C -0.7141 -0.1732 3.0921
C -1.0288 0.8724 4.1457
O -0.9067 0.4389 1.8069
B 0.0067 -0.1585 0.8964
O 0.9512 -0.9438 1.6231
C 0.7858 -0.6590 3.0118
C 1.7618 0.4406 3.4114
C 1.1237 -1.9111 3.7833
H -2.7089 -0.9803 3.1564
H -1.5883 -1.7675 4.2816
H -1.5090 -2.1313 2.5273
H -2.0921 1.1423 4.0946
H -0.8337 0.4753 5.1513
H -0.4488 1.7921 4.0018
H 1.7232 0.6364 4.4914
H 2.7926 0.1417 3.1754
H 1.5597 1.3830 2.8828
H 0.5262 -2.7600 3.4458
H 2.1749 -2.1791 3.6488
H 0.9549 -1.7627 4.8517

Results
total charge = +3
2S+1 = 4
orbital gap (alpha / beta) = 6.8855 / 5.2192 eV
LUMO (alpha / beta) = -11.16 / -12.76 eV
HOMO level (alpha / beta) = -18.05 / -17.98 eV
energy relative to the best compared isomer or geometry (same formula, charge and spin) = 0.00 kJ/mol
⟨S²⟩ = 3.774



Number 1: calculated total energy -86998.642 eV. Number 2: calculated total energy -48904.936 eV. Number 3: calculated total energy -40648.223 eV. Number 4: calculated total energy -53807.645 eV.